Record 1
{"formula": "C2H2N3S2", "method": "the ωB97M-V functional and the def2-TZVPD basis", "species": ["S", "S", "N", "N", "N", "C", "C", "H", "H"], "positions_angstrom": [[1.648, -2.247, 1.304], [4.029, -0.889, 0.098], [1.370, -0.943, 0.395], [2.277, -0.229, -0.176], [0.215, -2.509, 1.758], [1.570, 0.764, -0.933], [0.640, 1.527, -1.263], [-0.029, 2.309, -1.545], [-0.532, -1.834, 1.654]], "smiles": "C#CN([S-])[N+]#S#[NH+]", "total_charge": 1, "relative_energy_kcal_mol": 123.8, "energy_ha": -1037.4777, "homo_lumo_gap_ev": 5.907, "largest_force_ev_per_a": 4.702, "homo_ha": -0.5252}

Record 2
{"formula": "C28H46O19S2", "method": "the ωB97M-V functional and the def2-TZVPD basis", "species": ["S", "S", "O", "O", "O", "O", "O", "O", "O", "O", "O", "O", "O", "O", "O", "O", "O", "O", "O", "O", "O", "C", "C", "C", "C", "C", "C", "C", "C", "C", "C", "C", "C", "C", "C", "C", "C", "C", "C", "C", "C", "C", "C", "C", "C", "C", "C", "C", "C", "H", "H", "H", "H", "H", "H", "H", "H", "H", "H", "H", "H", "H", "H", "H", "H", "H", "H", "H", "H", "H", "H", "H", "H", "H", "H", "H", "H", "H", "H", "H", "H", "H", "H", "H", "H", "H", "H", "H", "H", "H", "H", "H", "H", "H", "H"], "positions_angstrom": [[-42.912, -35.892, -23.763], [-38.370, -33.613, -24.781], [-42.842, -37.038, -24.558], [-37.553, -31.105, -18.476], [-31.362, -36.625, -22.567], [-36.218, -34.960, -19.704], [-39.214, -29.690, -18.854], [-32.403, -35.173, -17.521], [-44.231, -31.539, -19.219], [-43.354, -33.238, -20.358], [-45.415, -33.423, -19.480], [-33.126, -35.487, -15.422], [-38.535, -32.730, -23.557], [-37.959, -34.917, -24.600], [-39.232, -31.002, -17.049], [-41.688, -35.419, -23.129], [-32.160, -35.342, -24.119], [-36.489, -35.443, -17.500], [-32.589, -34.881, -22.021], [-38.039, -36.252, -19.062], [-33.719, -33.732, -16.634], [-38.467, -31.719, -26.522], [-36.956, -35.526, -18.633], [-38.040, -36.087, -20.553], [-44.157, -35.869, -22.625], [-37.452, -32.805, -26.080], [-37.263, -32.060, -17.362], [-45.356, -35.258, -23.408], [-39.759, -32.470, -26.725], [-44.809, -34.030, -23.974], [-32.811, -34.130, -24.260], [-43.590, -34.485, -24.752], [-44.395, -32.806, -19.694], [-39.335, -35.218, -20.818], [-32.750, -34.417, -18.574], [-38.613, -30.549, -18.149], [-39.229, -33.469, -16.802], [-39.980, -33.441, -25.599], [-33.555, -33.307, -17.881], [-32.017, -35.733, -22.880], [-42.445, -32.218, -20.260], [-43.188, -30.936, -19.808], [-33.874, -34.220, -25.221], [-33.179, -33.834, -22.757], [-38.516, -32.120, -16.540], [-41.846, -31.938, -21.631], [-36.637, -35.335, -20.898], [-32.867, -31.886, -17.893], [-33.104, -34.921, -16.505], [-45.521, -33.299, -24.490], [-38.198, -31.934, -15.398], [-44.658, -33.316, -23.136], [-34.423, -35.304, -25.270], [-42.741, -30.242, -19.027], [-38.703, -31.035, -25.600], [-42.742, -33.667, -24.790], [-34.785, -33.536, -25.008], [-44.122, -35.303, -21.776], [-38.282, -31.000, -27.342], [-45.664, -35.910, -24.064], [-34.389, -33.964, -22.623], [-40.534, -31.881, -26.950], [-39.416, -33.563, -17.960], [-37.278, -33.414, -26.899], [-36.412, -31.651, -16.820], [-34.746, -33.219, -18.326], [-32.464, -31.561, -18.843], [-41.590, -32.644, -19.739], [-37.049, -33.059, -17.805], [-31.941, -33.907, -19.075], [-40.377, -34.306, -25.403], [-42.623, -31.497, -22.249], [-41.117, -31.334, -21.816], [-39.390, -34.310, -20.176], [-32.673, -32.987, -22.230], [-41.435, -32.732, -22.094], [-40.063, -33.320, -16.179], [-40.201, -35.823, -20.630], [-44.414, -36.877, -22.259], [-36.295, -36.077, -21.542], [-39.612, -32.891, -27.606], [-43.415, -30.375, -20.458], [-32.065, -33.402, -24.558], [-37.027, -34.414, -21.446], [-43.670, -34.633, -25.887], [-33.422, -34.675, -19.369], [-32.083, -31.773, -17.320], [-33.574, -31.205, -17.621], [-46.166, -35.161, -22.663], [-40.535, -33.047, -24.866], [-36.477, -32.394, -25.578], [-38.103, -37.211, -21.011], [-33.758, -34.023, -26.106], [-38.775, -34.212, -16.457], [-39.303, -34.829, -21.925]], "smiles": "C[C@H]1COC(=O)O1.C[C@H]1COC(=O)O1.C[C@H]1COC(=O)O1.C[C@H]1COC(=O)O1.C[C@H]1COC(=O)O1.O=S1(=O)CCCC1.O=S1(=O)CCCC1", "total_charge": 0, "relative_energy_kcal_mol": 0.0, "energy_ha": -3320.0167, "homo_lumo_gap_ev": 10.260, "largest_force_ev_per_a": 13.367, "homo_ha": -0.3773}

Record 3
{"formula": "C18H24F4N6O7P2Pm", "method": "the ωB97M-V functional and the def2-TZVPD basis", "species": ["Pm", "P", "P", "F", "F", "F", "F", "O", "O", "O", "O", "O", "O", "O", "N", "N", "N", "N", "N", "N", "C", "C", "C", "C", "C", "C", "C", "C", "C", "C", "C", "C", "C", "C", "C", "C", "C", "C", "H", "H", "H", "H", "H", "H", "H", "H", "H", "H", "H", "H", "H", "H", "H", "H", "H", "H", "H", "H", "H", "H", "H", "H"], "positions_angstrom": [[0.056, 0.080, -0.129], [2.836, -2.151, -0.515], [1.576, -0.528, -2.600], [2.373, 2.206, 3.882], [-2.793, 0.802, 4.330], [-1.660, 2.163, 6.167], [1.343, 0.956, 1.973], [0.371, -1.303, -2.099], [2.331, -3.609, -0.225], [1.948, -1.191, 0.194], [1.902, 0.739, -1.868], [4.258, -0.878, -2.388], [4.344, -2.281, -0.077], [1.436, -0.251, -4.165], [-1.401, -2.239, 0.052], [-2.434, 3.279, -2.351], [-1.659, 1.401, -1.516], [0.364, 2.560, 0.007], [-1.241, 0.030, 1.877], [-0.555, 4.551, -0.167], [0.496, 1.293, 2.974], [-0.599, 3.271, -0.546], [-3.142, 2.227, -2.986], [-2.645, 1.085, -2.370], [-1.576, 2.679, -1.470], [0.403, 2.180, 5.205], [-2.001, -2.230, 1.399], [-0.917, 1.824, 5.162], [-0.903, -3.636, -0.264], [-2.444, -2.002, -0.913], [3.050, -1.655, -2.315], [-0.815, 0.807, 2.985], [1.059, 1.913, 4.023], [0.581, 4.719, 0.584], [3.120, -2.848, -3.256], [-1.545, 1.163, 4.085], [-2.368, -0.865, 2.006], [1.140, 3.467, 0.693], [-4.005, 2.469, -3.578], [2.220, -3.415, -3.399], [0.034, -3.758, 0.295], [-2.537, 4.290, -2.439], [-2.849, -2.907, 1.483], [4.925, -1.619, -0.539], [3.540, -2.559, -4.203], [-2.927, 0.018, -2.464], [-1.172, 5.318, -0.478], [0.959, 2.569, 6.040], [-1.188, -2.663, 2.034], [2.934, -4.386, -0.289], [2.041, 3.097, 1.192], [-0.650, -3.669, -1.321], [3.912, -3.524, -2.892], [-2.585, -0.977, 3.011], [0.961, 5.633, 0.942], [-2.069, -2.032, -1.914], [1.086, -0.960, -4.646], [-1.688, -4.337, 0.066], [-3.190, -0.425, 1.467], [-2.949, -1.097, -0.663], [-3.127, -2.814, -0.768], [4.035, 0.021, -2.310]], "multiplicity": 5, "total_charge": 1, "relative_energy_kcal_mol": 0.0, "s_squared": 6.004, "energy_ha": -3246.2247, "homo_lumo_gap_ev": [7.399, 7.420], "largest_force_ev_per_a": 3.304, "homo_ha": [-0.3593, -0.3599]}

Copy entry 3 word for word.
{"formula": "C18H24F4N6O7P2Pm", "method": "the ωB97M-V functional and the def2-TZVPD basis", "species": ["Pm", "P", "P", "F", "F", "F", "F", "O", "O", "O", "O", "O", "O", "O", "N", "N", "N", "N", "N", "N", "C", "C", "C", "C", "C", "C", "C", "C", "C", "C", "C", "C", "C", "C", "C", "C", "C", "C", "H", "H", "H", "H", "H", "H", "H", "H", "H", "H", "H", "H", "H", "H", "H", "H", "H", "H", "H", "H", "H", "H", "H", "H"], "positions_angstrom": [[0.056, 0.080, -0.129], [2.836, -2.151, -0.515], [1.576, -0.528, -2.600], [2.373, 2.206, 3.882], [-2.793, 0.802, 4.330], [-1.660, 2.163, 6.167], [1.343, 0.956, 1.973], [0.371, -1.303, -2.099], [2.331, -3.609, -0.225], [1.948, -1.191, 0.194], [1.902, 0.739, -1.868], [4.258, -0.878, -2.388], [4.344, -2.281, -0.077], [1.436, -0.251, -4.165], [-1.401, -2.239, 0.052], [-2.434, 3.279, -2.351], [-1.659, 1.401, -1.516], [0.364, 2.560, 0.007], [-1.241, 0.030, 1.877], [-0.555, 4.551, -0.167], [0.496, 1.293, 2.974], [-0.599, 3.271, -0.546], [-3.142, 2.227, -2.986], [-2.645, 1.085, -2.370], [-1.576, 2.679, -1.470], [0.403, 2.180, 5.205], [-2.001, -2.230, 1.399], [-0.917, 1.824, 5.162], [-0.903, -3.636, -0.264], [-2.444, -2.002, -0.913], [3.050, -1.655, -2.315], [-0.815, 0.807, 2.985], [1.059, 1.913, 4.023], [0.581, 4.719, 0.584], [3.120, -2.848, -3.256], [-1.545, 1.163, 4.085], [-2.368, -0.865, 2.006], [1.140, 3.467, 0.693], [-4.005, 2.469, -3.578], [2.220, -3.415, -3.399], [0.034, -3.758, 0.295], [-2.537, 4.290, -2.439], [-2.849, -2.907, 1.483], [4.925, -1.619, -0.539], [3.540, -2.559, -4.203], [-2.927, 0.018, -2.464], [-1.172, 5.318, -0.478], [0.959, 2.569, 6.040], [-1.188, -2.663, 2.034], [2.934, -4.386, -0.289], [2.041, 3.097, 1.192], [-0.650, -3.669, -1.321], [3.912, -3.524, -2.892], [-2.585, -0.977, 3.011], [0.961, 5.633, 0.942], [-2.069, -2.032, -1.914], [1.086, -0.960, -4.646], [-1.688, -4.337, 0.066], [-3.190, -0.425, 1.467], [-2.949, -1.097, -0.663], [-3.127, -2.814, -0.768], [4.035, 0.021, -2.310]], "multiplicity": 5, "total_charge": 1, "relative_energy_kcal_mol": 0.0, "s_squared": 6.004, "energy_ha": -3246.2247, "homo_lumo_gap_ev": [7.399, 7.420], "largest_force_ev_per_a": 3.304, "homo_ha": [-0.3593, -0.3599]}